Entry 1:
DFT (ωB97M-V/def2-TZVPD) results for a structure of composition C17H21MgN3Se at a distorted geometry.

Geometry as XYZ:
```
43
Properties=species:S:1:pos:R:3:forces:R:3:nbo_charge:R:1
H -3.086 -1.372 -2.446 0.00 0.02 -0.04 0.251
C -2.904 -0.456 -1.893 0.01 0.03 -0.25 -0.674
C -0.920 1.104 -1.611 -0.25 -0.07 0.25 -0.101
C -0.538 -1.326 -1.647 -0.06 -0.16 0.22 -0.122
C 1.490 0.668 4.353 0.04 0.03 -0.30 -0.259
Mg -0.470 -0.160 0.369 0.32 0.12 0.18 1.820
H -2.853 2.021 -1.251 0.01 -0.04 0.03 0.239
H 0.430 3.379 -2.019 0.02 -0.02 -0.03 0.254
N -1.537 -0.763 2.117 -0.08 -0.20 0.27 -0.858
H 3.366 0.558 -1.884 -0.02 0.00 0.00 0.266
N 0.530 0.253 2.165 -0.44 -0.17 0.59 -0.639
Se -2.730 -1.419 3.289 0.11 0.33 0.39 1.147
N -1.774 -0.922 4.699 -0.09 -0.38 -0.63 -0.515
C 0.444 0.132 5.030 -0.22 -0.05 0.04 -0.087
H 2.938 1.334 -0.373 -0.03 0.00 0.00 0.233
H 1.965 -2.696 -0.476 -0.02 0.03 0.00 0.240
H 2.346 1.148 2.409 0.00 0.00 0.02 0.231
H -3.359 0.355 -2.454 0.01 -0.02 -0.04 0.253
H 2.343 1.081 4.872 0.00 -0.02 0.02 0.270
H -3.457 -0.537 -0.952 0.10 0.02 0.06 0.230
H -1.156 -3.081 -2.729 0.01 0.02 0.00 0.266
H 1.436 -3.068 -2.107 0.01 0.03 -0.02 0.252
C 1.804 -2.269 -1.470 0.03 -0.05 0.02 -0.661
C 1.005 2.722 -1.371 0.02 0.07 0.03 -0.659
C -1.876 2.270 -1.656 0.02 0.10 -0.12 -0.665
C 1.328 0.213 -1.283 0.18 -0.11 -0.08 -0.053
C -0.648 -0.387 4.255 0.01 0.20 0.55 0.113
H -1.502 3.130 -1.108 0.03 -0.02 0.01 0.242
C -1.085 -2.733 -1.695 0.06 -0.08 -0.17 -0.665
H -0.450 -3.439 -1.165 0.02 0.04 0.00 0.241
H 2.777 -1.970 -1.851 -0.01 0.02 -0.04 0.252
H 2.038 2.758 -1.702 -0.01 -0.01 -0.04 0.250
C 2.785 0.435 -0.966 0.06 0.02 -0.04 -0.664
C 0.846 -1.105 -1.459 0.03 0.00 0.01 -0.047
C 0.462 1.317 -1.415 -0.02 0.06 0.01 -0.044
H 3.215 -0.404 -0.425 -0.02 -0.01 0.01 0.238
C -1.418 -0.220 -1.710 -0.49 -0.01 -0.18 -0.027
C -0.541 -0.296 2.853 0.44 0.23 -0.88 0.263
C 1.495 0.712 2.921 0.22 0.09 0.11 0.178
H 0.410 0.094 6.111 -0.01 -0.02 -0.01 0.273
H 0.970 3.155 -0.366 -0.01 -0.04 0.00 0.238
H -2.083 -2.807 -1.270 -0.01 0.06 0.03 0.237
H -2.035 2.591 -2.689 0.02 -0.01 0.00 0.266
```
Forces are in eV/Å.

Summary:
Total charge ... +2
Strongest force on any atom ... 1.0 eV Å⁻¹
E_LUMO ... -8.200 eV
DFT total energy ... -93218.22009 eV
HOMO-LUMO gap ... 8.012 eV

---

Entry 2:
DFT (ωB97M-V/def2-TZVPD) results for an isolated molecule of C17H21N3O2S at a distorted geometry.

Geometry as XYZ:
```
44
Properties=species:S:1:pos:R:3:forces:R:3:nbo_charge:R:1
C -3.065 -0.661 1.503 0.11 -0.05 -0.16 -0.437
C -5.102 1.990 -1.179 -0.03 0.02 -0.04 -0.214
H -3.546 1.466 -2.574 0.04 0.05 -0.12 0.236
O 3.453 0.043 -2.379 0.10 0.12 -0.06 -0.585
C 4.305 1.508 0.106 -0.05 -0.32 -0.03 -0.642
H 5.036 2.203 0.509 0.08 0.07 0.07 0.215
O 3.946 -0.865 -0.371 0.14 -0.21 0.23 -0.515
H 2.815 -2.876 -1.666 -0.03 0.03 -0.02 0.248
C -0.951 -1.855 2.080 -0.05 0.12 -0.18 -0.621
H -5.625 2.638 -1.866 -0.04 0.06 -0.06 0.217
H 0.137 0.674 1.686 0.10 0.00 -0.02 0.221
H -1.104 0.732 2.942 -0.02 0.02 0.14 0.214
H 6.503 -0.899 -1.086 0.09 -0.07 -0.01 0.213
C -5.584 1.813 0.109 -0.07 0.01 0.05 -0.203
C -3.950 1.342 -1.582 0.08 -0.10 0.09 -0.157
C -3.772 0.313 0.605 0.02 0.04 -0.16 0.077
H 3.448 1.473 0.774 -0.06 0.04 0.08 0.213
H 1.646 -1.785 -2.501 0.21 -0.04 0.02 0.295
N -0.346 -0.916 -2.080 0.83 -0.45 0.24 -0.324
H -3.308 -0.456 2.547 0.05 -0.04 0.01 0.223
C -4.924 0.976 0.995 -0.01 0.04 -0.03 -0.225
C -0.935 0.652 1.872 -0.09 -0.14 -0.08 -0.620
C 3.293 -0.786 -1.526 -0.40 -0.25 -0.30 0.790
H -1.342 -1.877 3.095 -0.03 0.03 0.09 0.223
C 4.933 0.124 -0.018 0.34 0.47 -0.04 0.105
N -1.251 -0.729 -0.087 -0.03 -0.07 -0.84 -0.383
H -6.480 2.325 0.426 -0.07 0.05 0.02 0.214
H 5.264 -0.221 0.969 -0.06 0.08 -0.20 0.189
H 0.133 -1.797 2.131 0.05 0.00 0.12 0.227
N -1.511 -0.282 -2.227 -1.17 0.65 -0.08 -0.261
C -3.284 0.507 -0.690 -0.45 0.22 0.27 -0.120
H -3.432 -1.667 1.269 0.05 -0.02 0.07 0.224
H -1.223 -2.782 1.583 -0.06 -0.11 -0.02 0.224
S 1.229 -1.964 -0.157 0.26 -0.32 0.18 0.270
H -1.393 1.509 1.380 -0.01 0.08 -0.02 0.224
H 6.894 0.760 -0.614 0.11 0.05 0.06 0.214
H 3.979 1.862 -0.869 0.01 0.06 -0.01 0.236
H 5.793 0.462 -1.967 0.04 0.03 -0.02 0.236
C 2.292 -1.921 -1.635 -0.17 0.19 0.21 -0.629
C -1.534 -0.653 1.338 -0.03 0.13 0.79 0.147
C -2.056 -0.157 -1.045 0.47 -0.28 -0.21 0.303
H -5.310 0.835 1.994 -0.03 -0.01 0.11 0.208
C -0.179 -1.168 -0.805 0.03 -0.04 -0.23 0.174
C 6.108 0.110 -0.989 -0.26 -0.13 0.10 -0.642
```
Forces are in eV/Å.

Summary:
Total charge ... 0
Strongest force on any atom ... 1.3 eV Å⁻¹
E_LUMO ... 0.567 eV
DFT total energy ... -37371.21588 eV
SMILES ... CC(C)OC(=O)CSc1nnc2n1C(C)(C)Cc1ccccc1-2
HOMO-LUMO gap ... 8.566 eV

---

Entry 3:
DFT (ωB97M-V/def2-TZVPD) results for an isolated molecule of C17H21N3O4S2 at a distorted geometry.

Geometry as XYZ:
```
47
Properties=species:S:1:pos:R:3:forces:R:3:nbo_charge:R:1
C -0.012 -1.483 -1.520 -0.06 -0.03 0.04 -0.165
C -1.768 -0.861 -0.008 0.32 -0.08 -0.12 0.250
C -3.679 3.562 1.535 0.33 0.21 0.06 -0.196
C -1.434 2.560 2.716 0.50 0.21 0.08 -0.017
H -0.534 4.443 2.352 0.10 0.00 0.03 0.234
H 0.411 -1.531 -2.510 -0.01 0.06 -0.20 0.233
C 3.324 -1.261 -3.635 0.25 -0.03 0.12 -0.615
C 0.695 -2.023 -0.463 0.57 -0.28 0.04 -0.354
H -3.277 -0.387 1.272 0.00 0.19 -0.27 0.439
S -5.024 1.163 1.944 -0.14 0.20 -0.17 0.273
C -1.048 -1.416 1.053 -0.04 0.01 -0.08 -0.256
O -3.550 0.787 -1.650 0.05 0.02 -0.26 -0.601
C -1.247 -0.901 -1.301 0.02 0.01 -0.17 -0.259
H 2.634 -0.500 0.585 0.06 0.25 0.07 0.209
C 4.070 -1.436 -2.317 -0.05 -0.30 -0.60 -0.218
C -1.427 3.850 2.243 -0.26 0.05 -0.10 -0.208
C 0.184 -1.995 0.821 0.04 -0.10 0.03 -0.184
H 4.823 -0.652 -2.207 -0.05 -0.08 0.14 0.201
H 4.029 -1.257 -4.462 0.03 0.00 -0.16 0.208
H -1.806 -0.474 -2.116 0.01 0.00 -0.01 0.256
C 3.502 -0.497 -0.079 0.15 0.16 0.50 -0.212
H -0.583 2.097 3.191 -0.08 -0.10 0.01 0.236
C -3.641 2.272 2.017 -0.79 -0.36 -0.12 -0.025
H 4.573 -2.409 -2.309 0.18 0.16 -0.05 0.205
C -2.560 4.372 1.634 -0.02 -0.09 0.01 -0.206
H 2.629 -2.085 -3.766 -0.06 -0.01 -0.10 0.230
H 3.641 0.522 -0.457 -0.12 -0.08 0.03 0.197
C -5.097 0.930 0.139 0.02 0.20 0.26 -0.611
O 2.799 -3.300 0.448 -0.16 0.23 0.07 -0.951
H -4.592 3.923 1.088 -0.09 -0.01 -0.02 0.238
C -3.791 0.468 -0.506 -0.36 0.19 0.16 0.666
O 2.251 -3.572 -1.933 0.02 0.17 -0.25 -0.943
C 4.738 -0.954 0.694 -0.21 0.03 -0.11 -0.636
H -2.575 5.380 1.256 0.01 0.11 -0.04 0.229
H -1.455 -1.368 2.052 0.00 0.00 0.05 0.239
N -3.007 -0.292 0.291 -0.01 -0.31 0.45 -0.653
H 0.761 -2.434 1.620 0.01 -0.03 0.15 0.245
N -2.520 1.765 2.602 -0.04 0.66 -0.35 0.095
S 2.308 -2.727 -0.777 -0.22 0.55 0.06 2.329
H 5.619 -0.946 0.056 0.13 0.02 -0.03 0.200
H 2.774 -0.323 -3.633 -0.04 0.11 -0.03 0.203
O -2.494 0.574 3.004 0.30 -0.92 0.64 -0.554
H 4.913 -0.291 1.537 0.08 0.07 0.08 0.210
H -5.426 1.847 -0.350 0.10 -0.16 -0.09 0.241
H 4.578 -1.964 1.059 0.09 0.00 0.08 0.240
N 3.149 -1.341 -1.197 -0.55 -0.94 0.18 -0.698
H -5.859 0.163 -0.015 -0.02 0.02 -0.03 0.256
```
Forces are in eV/Å.

Summary:
Total charge ... 0
Strongest force on any atom ... 1.2 eV Å⁻¹
E_LUMO ... -0.068 eV
DFT total energy ... -52298.97788 eV
HOMO-LUMO gap ... 8.621 eV